Entry a
Density functional theory data (wB97M-V/def2-TZVPD) for C3H4FN in the gas phase.

The geometry in XYZ format:
```
9
Properties=species:S:1:pos:R:3:lowdin_charge:R:1
F 1.936 0.298 0.253 -0.05
C 0.730 0.011 -0.407 -0.19
C -0.578 1.215 -0.160 0.02
N -1.251 0.300 0.451 0.02
C -0.278 -0.785 0.356 -0.22
H 0.937 -0.402 -1.488 0.15
H -0.665 2.235 -0.344 0.06
H -0.764 -1.659 0.008 0.09
H -0.067 -1.212 1.331 0.12
```

The calculation puts the HOMO-LUMO gap at 0.3916 Ha.

---

Entry b
Density functional theory data (wB97M-V/def2-TZVPD) for C3H4FN in the gas phase.

The geometry in XYZ format:
```
9
Properties=species:S:1:pos:R:3:lowdin_charge:R:1
C 0.164 -0.390 -2.078 0.01
C -0.223 -0.295 -0.813 -0.17
N -0.392 -0.261 0.366 0.11
C -0.029 0.390 1.637 -0.12
F -0.962 0.298 2.750 -0.07
H -0.507 -0.255 -2.826 0.01
H 1.069 -0.786 -2.256 0.01
H 0.800 -0.157 1.857 0.09
H 0.080 1.455 1.362 0.13
```

The calculation puts the HOMO-LUMO gap at 0.3449 Ha.

---

Entry c
Density functional theory data (wB97M-V/def2-TZVPD) for 2 unconnected molecules or ions with the total composition C3H4FN.

The geometry in XYZ format:
```
9
Properties=species:S:1:pos:R:3:lowdin_charge:R:1
C -1.537 -0.242 -1.896 -0.11
C 0.613 -0.807 0.396 0.11
C 0.514 0.499 1.009 -0.28
N -2.020 -0.081 -2.917 -0.03
F 0.909 1.431 0.014 -0.10
H 0.779 -0.860 -0.732 0.07
H -0.127 -1.541 0.851 0.09
H 1.232 0.673 1.913 0.16
H -0.363 0.929 1.363 0.09
```

The calculation puts the HOMO-LUMO gap (alpha / beta) at 0.4011 / 0.2098 Ha.

---

Stability check: which of them is least stable? entry c.

---

Entry a
Density functional theory data (wB97M-V/def2-TZVPD) for 2 unconnected molecules or ions with the total composition C2H3FNO2.

The geometry in XYZ format:
```
9
Properties=species:S:1:pos:R:3:lowdin_charge:R:1
C -1.208 -0.808 -1.233 -0.76
C 0.892 0.844 1.400 -0.21
N 1.300 0.921 0.236 0.02
O -0.272 -1.520 -0.931 -0.03
O -1.614 0.274 -0.940 0.01
F -2.079 -1.430 -2.363 -0.20
H 0.764 1.801 1.985 0.05
H 0.796 -0.057 2.053 0.06
H 1.419 -0.025 -0.207 0.05
```

The calculation puts the HOMO-LUMO gap at 0.3352 Ha. The charge is -1.

---

Entry b
Density functional theory data (wB97M-V/def2-TZVPD) for 3 unconnected molecules or ions with the total composition C2H3FNO2.

The geometry in XYZ format:
```
9
Properties=species:S:1:pos:R:3:lowdin_charge:R:1
C 2.028 0.299 -0.098 -0.57
C -1.095 -0.255 -0.152 -0.28
N -0.206 0.359 0.668 -0.07
O 1.802 -0.354 -1.023 0.13
O 2.574 1.076 0.521 0.15
F -1.815 -1.780 0.534 -0.47
H -0.690 -0.708 -1.059 0.05
H -2.072 0.096 -0.476 0.05
H -0.526 1.267 1.086 0.02
```

The calculation puts the HOMO-LUMO gap at 0.2852 Ha. The charge is -1.

---

Stability check: which of them is least stable? entry b.

---

Entry a
Density functional theory data (wB97M-V/def2-TZVPD) for 2 unconnected molecules or ions with the total composition C6H10N2.

The geometry in XYZ format:
```
18
Properties=species:S:1:pos:R:3:lowdin_charge:R:1
C -2.076 -0.321 -0.641 -0.13
C -1.177 -0.898 0.333 -0.31
C 0.164 -0.409 0.060 -0.25
C 2.265 -0.606 -0.259 -0.27
C 1.960 0.756 -0.432 -0.12
C 0.651 0.876 -0.168 -0.26
H -2.185 -1.373 -1.411 0.16
H -1.840 0.654 -1.049 0.03
H -3.189 0.117 -0.077 0.14
H -1.489 -0.750 1.244 0.04
H -1.195 -1.983 0.532 0.13
H 1.381 -2.345 0.447 0.26
H 3.607 -0.811 0.613 0.23
H 2.675 1.630 -0.430 0.11
H 0.183 2.873 0.012 0.02
H -0.652 1.850 1.208 0.15
N 1.243 -1.311 -0.124 0.02
N -0.326 2.051 0.143 0.07
```

The calculation puts the HOMO-LUMO gap at 0.2884 Ha.

---

Entry b
Density functional theory data (wB97M-V/def2-TZVPD) for 2 unconnected molecules or ions with the total composition C6H10N2.

The geometry in XYZ format:
```
18
Properties=species:S:1:pos:R:3:lowdin_charge:R:1
C 0.536 -3.299 0.056 -0.29
C -0.064 0.698 0.396 -0.08
C -2.381 1.053 -0.337 -0.08
C -0.619 -2.587 0.673 -0.07
C 1.579 2.039 -0.772 -0.11
C 1.296 1.104 0.386 -0.27
N 1.343 -3.771 -0.599 0.11
N -1.159 1.039 0.001 -0.04
H -2.950 0.354 -1.066 0.09
H -3.042 1.781 0.099 0.04
H -0.556 -1.545 0.964 0.03
H -0.916 -3.256 1.504 0.08
H -1.360 -2.492 -0.165 0.10
H 0.978 1.853 -1.653 0.07
H 2.747 2.081 -0.826 0.11
H 1.172 3.034 -0.402 0.09
H 1.414 1.611 1.393 0.15
H 1.981 0.303 0.345 0.09
```

The calculation puts the HOMO-LUMO gap at 0.2958 Ha.

---

Entry c
Density functional theory data (wB97M-V/def2-TZVPD) for C6H10N2 in the gas phase.

The geometry in XYZ format:
```
18
Properties=species:S:1:pos:R:3:lowdin_charge:R:1
H 0.640 -2.701 -0.261 0.05
N 0.189 -2.610 0.652 0.11
C -0.456 -1.499 0.756 -0.20
C -0.762 -0.609 -0.426 -0.25
C -2.135 -0.672 -0.995 -0.05
C 0.142 0.345 -0.623 -0.13
C 1.613 0.278 -0.539 -0.12
N 0.919 0.744 0.614 -0.13
C 1.014 2.152 0.952 -0.09
H -1.012 -1.263 1.674 0.11
H -2.304 0.127 -1.723 0.08
H -2.281 -1.638 -1.488 0.08
H -2.893 -0.574 -0.211 0.09
H 2.142 1.008 -1.138 0.10
H 2.078 -0.692 -0.414 0.10
H 1.715 2.707 0.317 0.08
H 0.041 2.652 0.865 0.08
H 1.350 2.246 1.989 0.08
```

The calculation puts the HOMO-LUMO gap (alpha / beta) at 0.2970 / 0.2616 Ha.

---

Entry d
Density functional theory data (wB97M-V/def2-TZVPD) for C6H10N2 in the gas phase.

The geometry in XYZ format:
```
18
Properties=species:S:1:pos:R:3:lowdin_charge:R:1
C -2.083 -0.275 0.335 -0.09
C -1.422 0.738 -0.612 -0.22
C 0.027 0.764 -0.271 -0.12
C 0.921 1.764 -0.285 -0.09
N 2.211 1.240 -0.078 -0.08
N 2.331 -0.055 0.155 0.03
C 1.116 -0.556 0.235 -0.21
C 0.796 -2.025 0.196 -0.07
H -1.361 -0.909 0.722 0.01
H -2.852 -0.852 -0.128 0.07
H -2.445 0.300 1.151 0.07
H -1.896 1.832 -0.656 0.15
H -1.441 0.374 -1.617 0.09
H 0.743 2.786 -0.202 0.10
H 2.940 1.807 0.265 0.12
H 1.023 -2.328 1.279 0.10
H -0.269 -2.284 -0.081 0.08
H 1.659 -2.320 -0.408 0.07
```

The calculation puts the HOMO-LUMO gap at 0.3416 Ha.

---

Stability check: which of them is least stable? entry a.